1.
Formula: C27H26GaO16S2
Source: the Open Molecules 2025 dataset
Level of theory: ωB97M-V with the def2-TZVPD basis set

Frontier orbital gap = 4.234 eV
Charge = -1
Largest force on an atom = 0.011 Eh/bohr
Highest occupied orbital energy = -4.6 eV

Geometry (Å):
C (1.0497, -3.8238, 1.8639)
C (-0.1753, -3.2158, 1.1563)
S (-1.0756, -2.0030, 2.1267)
C (-2.3552, -3.0684, 2.8313)
Ga (-4.0991, -3.1324, 1.7804)
S (-4.8425, -5.3418, 1.8890)
H (1.9724, -3.5641, 1.3459)
H (1.1301, -3.4395, 2.8795)
H (0.9946, -4.9116, 1.9265)
H (-0.8676, -3.9927, 0.8384)
H (0.1544, -2.6970, 0.2571)
H (-1.9416, -4.0615, 3.0189)
H (-2.5686, -2.6424, 3.8135)
H (-3.8206, -2.6661, 0.2723)
H (-5.1765, -2.1648, 2.4758)
H (-6.0545, -5.1369, 2.4060)
C (-2.8304, 2.1981, -0.9512)
C (-2.2528, 1.4148, -0.0133)
C (-0.9599, 1.8433, 0.6545)
O (-0.5463, 1.1198, 1.5429)
C (-0.3058, 3.0600, 0.2274)
C (-0.8859, 3.8196, -0.7106)
C (-2.2088, 3.4305, -1.3472)
O (-2.6729, 4.1945, -2.1838)
O (-0.3598, 4.9569, -1.1443)
O (-2.7506, 0.2658, 0.3626)
H (-3.7555, 1.9175, -1.4343)
H (0.6224, 3.2713, 0.7367)
H (-0.9510, 5.3291, -1.8264)
H (-2.1560, -0.2155, 0.9896)
C (2.6715, 1.0679, 5.2731)
C (2.0286, 1.4688, 4.1539)
C (2.4369, 2.7453, 3.4150)
O (1.7997, 3.0080, 2.4120)
C (3.5211, 3.5463, 3.9316)
C (4.1437, 3.1310, 5.0438)
C (3.7559, 1.8560, 5.7747)
O (4.4261, 1.6023, 6.7668)
O (5.1479, 3.7660, 5.6235)
O (1.0323, 0.8039, 3.6367)
H (2.3974, 0.1688, 5.8061)
H (3.7931, 4.4512, 3.4072)
H (5.3831, 3.2143, 6.4012)
H (0.6795, 1.2272, 2.8144)
C (0.8716, 6.9246, -4.5138)
C (-0.2647, 6.2734, -4.8135)
C (-0.9257, 6.3697, -6.1784)
O (-1.9428, 5.7206, -6.3314)
C (-0.3203, 7.2096, -7.1874)
C (0.8118, 7.8609, -6.8850)
C (1.4818, 7.7476, -5.5261)
O (2.5146, 8.3821, -5.3904)
O (1.4624, 8.6572, -7.7165)
O (-0.9103, 5.4948, -3.9673)
H (1.3466, 6.8542, -3.5451)
H (-0.8008, 7.2836, -8.1524)
H (2.2436, 8.9766, -7.2172)
H (-1.7013, 5.1411, -4.4247)
C (1.3861, -8.6212, -0.0269)
C (1.1269, -8.7292, -1.3372)
C (-0.0869, -8.0862, -1.9890)
O (-0.1846, -8.2594, -3.1950)
C (-1.0066, -7.3466, -1.1721)
C (-0.7541, -7.2354, 0.1460)
C (0.4701, -7.8633, 0.7959)
O (0.6005, -7.6848, 1.9925)
O (-1.5237, -6.5817, 0.9835)
O (1.8804, -9.3918, -2.2000)
H (2.2482, -9.0739, 0.4419)
H (-1.8738, -6.8982, -1.6358)
H (-1.1098, -6.6458, 1.8682)
H (1.4335, -9.2790, -3.0668)

***

2.
Formula: C4H7NO
Source: the Open Molecules 2025 dataset
Level of theory: ωB97M-V with the def2-TZVPD basis set

Frontier orbital gap = 10.917 eV
Charge = 0
Largest force on an atom = 0.009 Eh/bohr
Highest occupied orbital energy = -9.9 eV
Structure (SMILES) = C[C@H]1CN1C=O
ΔE to the lowest compared entry with this formula, charge and spin = 41.97 kcal per mole

Geometry (Å):
C (-1.3707, -0.0946, 0.5535)
C (-0.2220, -0.8478, -0.0902)
C (0.3638, -0.2433, -1.3174)
N (1.1540, -0.3323, -0.1100)
C (1.4477, 0.7985, 0.6446)
O (1.3506, 1.9415, 0.2765)
H (-1.5528, -0.3832, 1.5939)
H (-2.2883, -0.2910, -0.0160)
H (-1.1913, 0.9857, 0.5106)
H (-0.1916, -1.9234, 0.0367)
H (0.6887, -0.8734, -2.1443)
H (0.0033, 0.7505, -1.5880)
H (1.8087, 0.5128, 1.6501)

***

3.
Formula: C9H23Cl8N5O10
Source: the Open Molecules 2025 dataset
Level of theory: ωB97M-V with the def2-TZVPD basis set

Frontier orbital gap = 8.736 eV
Charge = 0
Largest force on an atom = 0.072 Eh/bohr
Highest occupied orbital energy = -9.8 eV
Structure (SMILES) = C[N+](=O)[O-].C[N+](=O)[O-].C[N+](=O)[O-].C[N+](=O)[O-].C[N+](=O)[O-].ClCCl.ClCCl.ClCCl.ClCCl
ΔE to the lowest compared entry with this formula, charge and spin = 39.58 kcal per mole

Geometry (Å):
C (1.3682, 3.5136, -3.1726)
N (1.3180, 4.2327, -4.4677)
O (1.3331, 5.4516, -4.4032)
O (1.2816, 3.5918, -5.4976)
H (1.0990, 2.4653, -3.2766)
H (0.7268, 3.9851, -2.4401)
H (2.4268, 3.5429, -2.9124)
C (2.3749, -2.8519, 3.7738)
N (1.3918, -1.8250, 3.3190)
O (1.8519, -0.7692, 2.9101)
O (0.2177, -2.1006, 3.3593)
H (2.7380, -2.4648, 4.7265)
H (3.1950, -2.8006, 3.0652)
H (1.9179, -3.8238, 3.8898)
C (-2.1525, -0.0678, 3.0985)
N (-3.3282, -0.9781, 3.1708)
O (-4.1888, -0.7086, 3.9832)
O (-3.3628, -1.9308, 2.4183)
H (-2.4399, 0.8449, 3.6040)
H (-1.9071, 0.0888, 2.0553)
H (-1.3213, -0.5385, 3.6176)
C (2.0054, 1.6978, 3.1743)
N (0.5901, 1.8852, 2.7462)
O (-0.2095, 2.3093, 3.5505)
O (0.2746, 1.4789, 1.6468)
H (2.2713, 0.6951, 2.8552)
H (2.0001, 1.7847, 4.2553)
H (2.6540, 2.4390, 2.7200)
C (0.5562, -0.6948, -0.0290)
N (-0.1292, -0.2612, -1.2923)
O (0.2566, 0.7321, -1.8724)
O (-1.0043, -0.9967, -1.6989)
H (1.2422, 0.0735, 0.2957)
H (1.1093, -1.5901, -0.3014)
H (-0.2659, -0.9279, 0.6375)
Cl (-0.9361, -3.6967, 0.7838)
C (-2.6807, -3.5810, 0.9328)
Cl (-3.3519, -4.7104, 2.0888)
H (-2.9991, -2.5959, 1.2646)
H (-3.1347, -3.7609, -0.0381)
Cl (-2.2050, -3.6083, -2.8928)
C (-3.4865, -2.4435, -3.3725)
Cl (-5.0203, -2.8037, -2.5339)
H (-3.1567, -1.4342, -3.1760)
H (-3.6742, -2.7018, -4.4030)
Cl (-1.0873, 1.2610, -5.3033)
C (-0.6223, -0.4297, -4.9990)
Cl (-1.5700, -1.5009, -6.0704)
H (0.4344, -0.5414, -5.2024)
H (-0.8830, -0.6478, -3.9728)
Cl (2.9480, 4.9428, 0.4594)
C (3.8318, 3.5494, -0.1355)
Cl (2.7691, 2.1820, -0.5445)
H (4.3970, 3.7737, -1.0339)
H (4.5368, 3.2656, 0.6397)

***

4.
Formula: C56H80N6O22
Source: the Open Molecules 2025 dataset
Level of theory: ωB97M-V with the def2-TZVPD basis set

Frontier orbital gap = 8.421 eV
Charge = 0
Largest force on an atom = 0.098 Eh/bohr
Highest occupied orbital energy = -9.3 eV
Structure (SMILES) = O=[N+]([O-])c1ccccc1.O=[N+]([O-])c1ccccc1.O=[N+]([O-])c1ccccc1.O=[N+]([O-])c1ccccc1.O=[N+]([O-])c1ccccc1.O=[N+]([O-])c1ccccc1.COCCOC.COCCOC.COCCOC.COCCOC.COCCOC
ΔE to the lowest compared entry with this formula, charge and spin = 94.21 kcal per mole

Geometry (Å):
O (1.5959, -3.1822, -1.5345)
N (0.7194, -3.3471, -0.6821)
O (0.3479, -4.3839, -0.2743)
C (-0.1295, -2.1868, -0.2713)
C (0.1606, -0.9666, -0.8654)
C (-0.6242, 0.1058, -0.6057)
C (-1.6338, 0.0073, 0.3302)
C (-1.9541, -1.1713, 1.0101)
C (-1.1147, -2.2597, 0.7685)
H (0.8881, -0.9251, -1.6625)
H (-0.5298, 1.0129, -1.1842)
H (-2.1515, 0.9190, 0.5893)
H (-2.6858, -1.4281, 1.7618)
H (-1.2976, -3.1780, 1.3066)
O (-1.6578, 0.1477, 8.2234)
N (-2.1152, 1.2635, 7.9948)
O (-2.4806, 1.9496, 8.9384)
C (-2.3886, 1.6981, 6.5892)
C (-1.9914, 0.9124, 5.4501)
C (-2.4335, 1.0798, 4.2226)
C (-3.4235, 2.0523, 4.0275)
C (-3.7173, 2.9557, 5.0162)
C (-3.2398, 2.7310, 6.2844)
H (-1.3658, 0.0385, 5.5560)
H (-2.1993, 0.3667, 3.4461)
H (-3.8356, 2.1107, 3.0309)
H (-4.3851, 3.7960, 4.8964)
H (-3.7414, 3.3418, 7.0204)
O (2.0244, 0.1055, 4.8293)
N (1.6056, 0.1356, 3.6669)
O (0.4522, -0.1430, 3.3128)
C (2.5436, 0.6033, 2.6202)
C (2.0023, 1.1272, 1.4264)
C (2.8396, 1.8355, 0.6054)
C (4.2405, 1.8567, 0.8794)
C (4.7848, 1.1732, 1.9641)
C (3.9501, 0.5233, 2.8729)
H (0.9537, 0.9813, 1.2129)
H (2.5789, 2.2982, -0.3350)
H (4.8239, 2.4070, 0.1561)
H (5.8495, 1.0961, 2.1282)
H (4.3060, 0.0491, 3.7756)
O (-0.3354, -0.2730, -4.3929)
N (0.6478, -1.0625, -4.3462)
O (1.6890, -0.6611, -3.9301)
C (0.4645, -2.5102, -4.6474)
C (1.5020, -3.3653, -4.4833)
C (1.4320, -4.6935, -4.8793)
C (0.2401, -5.0773, -5.5204)
C (-0.8537, -4.1508, -5.6916)
C (-0.6877, -2.8725, -5.3667)
H (2.4583, -2.9168, -4.2581)
H (2.3265, -5.2547, -5.1058)
H (0.0799, -6.0378, -5.9876)
H (-1.6972, -4.4490, -6.2965)
H (-1.5458, -2.2402, -5.5410)
O (3.4463, 0.5795, -1.7094)
N (4.5519, 0.2700, -2.1906)
O (4.9894, -0.8824, -2.2652)
C (5.4559, 1.3599, -2.5892)
C (6.8587, 1.0855, -2.8719)
C (7.6892, 2.1955, -3.2173)
C (7.0869, 3.4371, -3.4753)
C (5.7454, 3.6816, -3.2671)
C (4.9630, 2.6226, -2.7435)
H (7.3370, 0.1464, -2.6360)
H (8.7317, 1.9665, -3.3820)
H (7.7190, 4.1792, -3.9402)
H (5.4076, 4.6801, -3.5020)
H (3.8973, 2.7634, -2.6397)
O (2.0103, 6.9334, 2.2567)
N (1.5055, 6.6164, 1.1975)
O (1.8435, 7.1819, 0.1406)
C (0.5096, 5.4669, 1.1028)
C (-0.1568, 5.2273, -0.1668)
C (-1.1381, 4.2887, -0.1747)
C (-1.5151, 3.5761, 1.0078)
C (-0.9186, 3.9173, 2.2086)
C (0.1378, 4.8221, 2.2561)
H (0.2147, 5.7298, -1.0476)
H (-1.5007, 3.9344, -1.1283)
H (-2.2379, 2.7816, 0.8954)
H (-1.2567, 3.3306, 3.0500)
H (0.6709, 4.9953, 3.1793)
C (-1.8620, 8.1541, -3.0915)
O (-2.6899, 6.8999, -3.2525)
C (-2.8049, 6.3156, -4.6121)
C (-2.9908, 4.8667, -4.6462)
O (-2.1045, 4.1457, -3.8314)
C (-2.4020, 2.7346, -3.7940)
H (-0.8687, 7.8811, -3.4478)
H (-1.8325, 8.5822, -2.0896)
H (-2.1610, 8.9016, -3.8264)
H (-1.9044, 6.5472, -5.1810)
H (-3.7138, 6.7834, -4.9904)
H (-2.9521, 4.4688, -5.6602)
H (-4.0141, 4.6691, -4.3270)
H (-2.0743, 2.4227, -4.7856)
H (-3.4843, 2.6073, -3.7715)
H (-1.9411, 2.1525, -2.9960)
C (3.6400, -2.2615, 1.2585)
O (4.6049, -2.4871, 2.2844)
C (5.8892, -2.8390, 1.8733)
C (6.7649, -3.1682, 3.0984)
O (8.0686, -3.5126, 2.7452)
C (8.3198, -4.5934, 1.8698)
H (2.6057, -2.1787, 1.5924)
H (3.4348, -2.9622, 0.4491)
H (4.0086, -1.3305, 0.8280)
H (6.3411, -2.1421, 1.1674)
H (5.7878, -3.7639, 1.3055)
H (6.2370, -3.9123, 3.6949)
H (6.7780, -2.2228, 3.6408)
H (7.7479, -4.8030, 0.9659)
H (8.1635, -5.5287, 2.4073)
H (9.3319, -4.5868, 1.4651)
C (-6.9953, 3.4347, 2.5819)
O (-5.6334, 3.7809, 2.1178)
C (-5.4295, 3.9304, 0.6762)
C (-5.5238, 2.5923, -0.0371)
O (-4.6769, 1.5442, 0.4686)
C (-5.0364, 0.2572, -0.1492)
H (-7.7138, 3.4631, 1.7627)
H (-7.1344, 4.2885, 3.2450)
H (-7.0574, 2.5006, 3.1403)
H (-4.5489, 4.5338, 0.4559)
H (-6.1854, 4.5039, 0.1397)
H (-5.3542, 2.7674, -1.0995)
H (-6.5343, 2.1835, -0.0323)
H (-6.0924, -0.0041, -0.2179)
H (-4.5585, -0.5039, 0.4677)
H (-4.6204, 0.2167, -1.1559)
C (-5.7662, -3.0982, 2.5490)
O (-6.0588, -3.6787, 1.3246)
C (-7.3649, -3.2479, 0.8265)
C (-8.6564, -3.9534, 1.4990)
O (-8.6150, -3.5673, 2.9013)
C (-9.6066, -4.1788, 3.7172)
H (-6.3806, -2.2645, 2.8891)
H (-4.7189, -3.0469, 2.8466)
H (-6.0957, -3.9900, 3.0821)
H (-7.3186, -3.5057, -0.2316)
H (-7.4156, -2.1603, 0.7734)
H (-8.5783, -5.0271, 1.3287)
H (-9.5861, -3.5126, 1.1391)
H (-10.5529, -3.6905, 3.4845)
H (-9.4982, -4.0140, 4.7892)
H (-9.7523, -5.2375, 3.5026)
C (7.1282, -3.5604, -1.7608)
O (6.0913, -4.1479, -1.1146)
C (5.0253, -4.5885, -1.9809)
C (4.0487, -5.5241, -1.3923)
O (4.1715, -6.7951, -1.9491)
C (3.1482, -7.7303, -1.7237)
H (7.6393, -3.0067, -0.9733)
H (6.7783, -2.7843, -2.4415)
H (7.8709, -4.2384, -2.1814)
H (5.3253, -5.1436, -2.8697)
H (4.4214, -3.7254, -2.2608)
H (3.0691, -5.0719, -1.5467)
H (4.2605, -5.6787, -0.3342)
H (2.1714, -7.2903, -1.9244)
H (3.2637, -8.1185, -0.7117)
H (3.3844, -8.5823, -2.3612)

***

5.
Formula: C20H28BeN2Si
Source: the Open Molecules 2025 dataset
Level of theory: ωB97M-V with the def2-TZVPD basis set

Frontier orbital gap = 4.987 eV
Charge = 0
Largest force on an atom = 0.066 Eh/bohr
Highest occupied orbital energy = -5.8 eV

Geometry (Å):
C (0.6578, 2.1234, 4.1770)
C (1.1801, 2.0700, 2.7968)
C (0.0417, 2.1783, 1.9078)
H (2.2506, 2.1621, 2.5593)
C (-1.0905, 2.4839, 2.7014)
C (-0.7362, 2.4158, 4.0669)
H (-1.3969, 2.6955, 4.8960)
H (1.2780, 2.3025, 5.0777)
H (0.1415, 2.2112, 0.8175)
H (-2.0825, 2.6758, 2.2889)
Be (0.7792, 0.3787, 3.2094)
C (-2.3134, -1.5050, -0.2386)
H (-2.9445, -0.6165, -0.1038)
H (-2.9428, -2.3217, -0.6117)
H (-1.9888, -1.7865, 0.7708)
Si (-0.7264, -0.9604, -1.1863)
C (1.0417, -0.9979, -2.1306)
C (1.7858, 0.1919, -2.0893)
H (1.5462, 0.9585, -1.3505)
C (2.7890, 0.4223, -3.0426)
H (3.3116, 1.3914, -3.0763)
C (3.0939, -0.5878, -3.9612)
H (3.8341, -0.4005, -4.7384)
C (2.4216, -1.8124, -3.9300)
H (2.6430, -2.5874, -4.6352)
C (1.4129, -2.0276, -2.9797)
H (0.9001, -2.9883, -2.8811)
C (-1.5344, 0.2330, -2.4760)
C (-0.8618, 0.7711, -3.6083)
H (0.1832, 0.5441, -3.8316)
C (-1.4837, 1.6640, -4.4910)
H (-0.9110, 2.1289, -5.2908)
C (-2.8421, 1.9562, -4.3596)
H (-3.3447, 2.6310, -5.0526)
C (-3.5349, 1.3874, -3.3088)
H (-4.5944, 1.5786, -3.1586)
C (-2.8955, 0.5358, -2.3985)
H (-3.5004, 0.1164, -1.6077)
H (0.1397, -0.7582, 0.0266)
H (-1.1029, -2.3702, -1.6511)
N (1.9641, -0.7189, 2.7806)
C (1.8208, -1.9985, 3.5964)
C (0.3587, -2.1419, 3.9811)
N (-0.3065, -0.7697, 3.9065)
H (1.8448, -0.9327, 1.7885)
H (2.9126, -0.3524, 2.8543)
H (2.1222, -2.8875, 3.0207)
H (2.4556, -1.9250, 4.4873)
H (-0.2052, -2.8014, 3.3082)
H (0.2528, -2.5833, 4.9718)
H (-0.6524, -0.5355, 4.8345)
H (-1.1717, -0.8409, 3.3637)

***

6.
Formula: C15H23BN6NiSi
Source: the Open Molecules 2025 dataset
Level of theory: ωB97M-V with the def2-TZVPD basis set

Frontier orbital gap (alpha / beta) = 5.408 / 4.416 eV
Charge = +2
Largest force on an atom = 0.071 Eh/bohr
Highest occupied orbital energy (alpha / beta) = -15.5 / -15.5 eV
2S+1 = 3

Geometry (Å):
C (3.0538, 0.2153, -1.0574)
N (1.7764, 0.1606, -1.5270)
N (1.8696, 0.0012, -2.9020)
C (3.1574, -0.0781, -3.2700)
C (3.9458, 0.0452, -2.1202)
B (0.6274, 0.1449, -3.7993)
N (-0.3256, -0.9955, -3.3917)
N (-0.8857, -1.0717, -2.1294)
C (-1.8460, -2.0164, -2.2083)
C (-1.8519, -2.5921, -3.4941)
C (-0.8733, -1.9092, -4.2147)
Ni (0.0770, 0.3733, -0.6263)
N (-0.0810, 1.4484, -3.3251)
N (-0.4509, 1.6262, -2.0026)
C (-1.0510, 2.8485, -1.9180)
C (-1.0318, 3.4473, -3.1773)
C (-0.4106, 2.5346, -4.0342)
H (-1.4586, 3.2525, -0.9940)
H (-0.1677, 2.5645, -5.0839)
H (-1.3971, 4.4047, -3.4622)
H (0.8907, 0.1698, -4.9704)
H (-0.5110, -1.9971, -5.2271)
H (3.3991, -0.2276, -4.3085)
H (-2.4472, -3.3965, -3.8694)
H (5.0106, -0.0019, -2.0850)
H (-2.5613, -2.2565, -1.4178)
H (3.3036, 0.4246, -0.0169)
H (-2.1056, -0.7889, 0.8778)
C (-2.2146, -1.5913, 1.6186)
H (-3.0125, -2.2935, 1.3552)
H (-1.2502, -2.0947, 1.6581)
H (-2.4117, -1.1410, 2.5960)
C (1.5819, -0.8806, 4.8899)
Si (0.0681, 0.0366, 4.2934)
C (-1.4537, -0.8422, 5.0364)
C (0.0326, 1.8040, 4.9058)
C (0.2481, 0.1444, 2.4110)
C (0.2454, 0.2673, 1.1555)
H (1.6128, -0.8521, 5.9900)
H (2.4836, -0.3955, 4.4872)
H (1.5736, -1.9303, 4.5574)
H (-1.3106, -0.7917, 6.1338)
H (-2.4128, -0.3488, 4.8073)
H (-1.5324, -1.9069, 4.7625)
H (0.9014, 2.3491, 4.5073)
H (-0.8806, 2.3286, 4.5837)
H (0.0767, 1.8087, 6.0057)